Record 1
The following is a DFT calculation (the ωB97M-V functional and the def2-TZVPD basis) of a structure of composition C36H33ClN4S3Ta.

The geometry in XYZ format:
```
78
Properties=species:S:1:pos:R:3
H -2.295 0.103 2.421
C 2.891 -4.175 1.264
H -3.228 4.079 0.256
C -4.832 -1.455 -0.400
C -6.035 2.750 -1.071
S -3.831 -2.862 -0.701
C -1.050 -1.634 2.289
Cl -4.819 -3.946 3.179
Ta 0.260 -0.584 -0.163
C -4.431 1.038 -0.595
C 4.073 -3.765 1.864
H 0.067 3.846 -3.071
H 4.598 -4.450 2.527
H -0.088 -3.554 2.270
H 4.210 -1.087 -3.393
C 1.670 -0.510 -3.068
H -4.375 -1.160 2.869
C 3.922 -1.619 0.816
H 2.861 -6.286 0.845
C 5.917 -2.081 2.275
H 2.456 1.545 -1.419
C -5.673 1.407 -1.087
C -2.186 -3.738 2.652
C -0.119 4.051 -0.939
H -5.467 4.758 -0.557
C -0.072 6.775 -1.385
C -3.434 -1.679 2.724
H 1.119 -1.457 2.221
S -0.819 -2.426 -1.296
C -1.031 -3.025 2.386
H 3.555 -2.480 -2.519
S -6.407 -1.588 -0.005
H -6.351 0.666 -1.486
C -0.099 1.435 -0.503
N -0.019 9.346 -1.807
H -0.290 4.546 1.149
C 0.020 5.900 -2.463
N 2.052 -1.066 -0.691
C -0.042 8.211 -1.620
C 2.228 -3.283 0.417
C -3.544 1.999 -0.129
C -2.454 -1.858 -0.925
H 0.107 6.292 -3.469
H 1.198 -1.483 -3.188
H 6.086 -2.603 3.218
C -0.187 6.295 -0.083
H -2.165 -4.817 2.744
H 2.493 -5.890 2.518
C -3.918 3.334 -0.117
C -3.385 -3.057 2.821
H 0.278 0.112 2.417
C 0.000 4.537 -2.240
C -5.170 3.715 -0.579
C 0.225 -0.887 1.970
C 4.608 -2.494 1.645
H 4.038 0.892 -0.968
H -0.254 6.992 0.743
H 4.734 -1.418 -1.740
H 0.891 0.240 -2.858
H -7.010 3.035 -1.449
C -0.210 4.932 0.141
C 2.745 -2.015 0.199
C 3.258 0.877 -1.733
H 3.689 1.266 -2.661
N -2.678 -0.599 -0.834
C 2.743 -0.537 -1.974
H 2.120 -0.237 -4.024
H -2.568 1.704 0.216
C 2.347 -5.566 1.486
H 4.298 -0.610 0.673
C 3.880 -1.442 -2.416
H 5.952 -1.008 2.467
C -0.124 2.637 -0.713
N -4.022 -0.353 -0.577
H 1.282 -5.621 1.255
C -2.263 -0.978 2.460
H 6.749 -2.325 1.610
H 1.327 -3.608 -0.090
```

Output
Energy above the lowest of the compared OMol25 structures with the same formula, charge and spin = 0.793 eV
Gap between HOMO and LUMO = 6.13 eV
Net charge = +1
HOMO level = -10.6 eV
DFT total energy = -3322.16833 Ha
LUMO = -4.5 eV
F_max = 1.1 eV/A
Multiplicity = 1

Here are the Mulliken charges for atoms 1 to 8, given in e:
1 H 0.3617
2 C 0.4697
3 H 0.4088
4 C 0.0328
5 C -0.7199
6 S -0.0522
7 C 0.0481
8 Cl -0.1853

Record 2
The following is a DFT calculation (the ωB97M-V functional and the def2-TZVPD basis) of a structure of composition C36H33IrN6O3PS.

The geometry in XYZ format:
```
81
Properties=species:S:1:pos:R:3
C -2.090 -2.651 0.985
Ir 0.044 0.425 -0.168
C -1.975 3.196 2.449
H 6.834 -0.089 -1.585
C -0.480 -4.116 -2.563
C -5.154 -0.131 -3.321
C -0.341 1.611 1.358
H -5.878 -0.115 -4.129
O 0.981 0.306 -2.358
O 4.222 1.316 0.631
C -4.280 3.120 1.740
H 2.291 6.428 1.144
H -4.360 -1.914 -0.543
C 4.082 5.318 1.754
N 0.899 -1.719 -0.091
H -3.486 4.572 3.103
H 0.887 4.429 2.083
C -3.326 -0.155 -1.222
H -1.186 3.658 3.032
H 0.102 -6.177 -2.844
C 2.628 5.794 1.958
H -1.510 -2.813 0.082
C 3.219 -0.123 -2.992
C 2.662 3.489 1.732
S 2.109 1.863 1.696
H -4.783 1.473 0.447
C -2.554 -1.370 1.292
C -0.247 -2.907 -1.953
H 3.151 -4.832 0.470
C 2.679 -2.846 1.071
C 3.834 0.846 -0.465
C -3.321 -1.170 2.438
C -3.996 1.971 1.001
H 5.319 -0.367 -3.202
N -1.004 -1.781 -2.314
H 2.950 -0.505 -3.965
H -3.350 -4.344 3.636
H -2.470 1.587 -2.148
C 0.738 -2.834 -0.910
C -3.266 3.708 2.487
C -3.247 0.830 -2.213
H -1.284 -4.177 -3.289
C -2.708 1.467 0.984
C 1.330 -5.182 -1.424
C -4.299 -1.143 -1.304
C -3.614 -2.246 3.271
H 1.984 -6.028 -1.248
C 2.199 0.314 -2.076
C 2.533 -3.954 0.310
C 1.816 -1.764 0.840
H -5.281 3.536 1.747
H -1.721 -2.002 -2.987
C -3.132 -3.513 2.974
H 6.331 0.178 0.094
H -5.975 -1.897 -2.417
C -2.379 -3.718 1.823
P -2.152 -0.024 0.150
H -2.021 -4.711 1.578
N 1.882 4.526 1.973
N 3.916 3.867 1.576
H -0.430 -1.017 -2.663
N 4.826 0.428 -1.344
H 2.496 6.330 2.892
H 6.576 1.557 -0.973
C 6.229 0.526 -0.926
C 0.305 -5.256 -2.310
H 3.412 -2.788 1.865
H -4.224 -2.087 4.154
C -4.167 0.850 -3.251
C -1.675 2.097 1.636
H 4.710 5.527 2.614
C 1.537 -3.993 -0.691
O 0.581 2.249 2.158
H 4.538 5.764 0.878
H -3.699 -0.183 2.673
H -4.120 1.630 -4.003
C -5.210 -1.130 -2.360
C 4.492 -0.053 -2.580
H 4.651 3.193 1.417
H 1.881 -0.885 1.473
N 2.537 0.735 -0.834
```

Output
Energy above the lowest of the compared OMol25 structures with the same formula, charge and spin = 4.240 eV
Gap between HOMO and LUMO (spin up / spin down) = 7.08 / 7.08 eV
Net charge = +1
HOMO level (spin up / spin down) = -9.2 / -9.2 eV
DFT total energy = -2789.62401 Ha
LUMO (spin up / spin down) = -2.1 / -2.1 eV
F_max = 3.6 eV/A
Multiplicity = 1

Here are the Mulliken charges for atoms 1 to 8, given in e:
1 C -0.0518
2 Ir 1.7177
3 C -0.5926
4 H 0.3623
5 C -0.4505
6 C -0.4573
7 C -1.0354
8 H 0.3922

Record 3
The following is a DFT calculation (the ωB97M-V functional and the def2-TZVPD basis) of a structure of composition C36H34AsIN3O5Sn.

The geometry in XYZ format:
```
81
Properties=species:S:1:pos:R:3
H 3.321 2.420 -3.282
C -0.859 1.752 4.433
C 1.421 2.872 -2.385
H -4.100 -0.551 -0.751
C 0.910 4.314 -4.713
C -0.870 3.057 4.884
H 0.643 -3.045 -1.469
H 6.742 1.587 0.558
C -4.119 2.878 -2.720
H -3.240 1.897 0.999
C 3.912 3.006 -0.650
C 1.454 2.131 3.749
H 1.531 0.352 -2.210
C 2.652 -5.155 0.169
H -3.685 3.877 -2.688
C 2.400 1.330 3.074
O 0.674 -1.599 0.984
O 0.085 1.780 0.661
C -1.315 -1.147 -3.246
C 4.025 -5.215 0.363
C -0.169 -3.608 -3.390
H -0.547 3.468 -1.777
H -1.727 1.110 4.493
H 5.762 -4.202 1.098
H 0.184 4.908 5.140
C 0.018 -2.764 -2.309
H -3.025 3.482 0.262
H -4.079 2.516 -3.746
H -1.780 3.453 5.315
H 3.515 3.965 -0.951
H 5.843 3.779 -0.162
C 3.598 0.653 -0.280
C 4.693 -4.143 0.938
H 4.572 -6.100 0.065
H -5.159 2.931 -2.402
H 2.867 3.697 -5.336
H 5.281 -0.411 0.510
H -1.169 -3.840 -5.281
C 0.905 2.594 0.071
C 4.904 0.550 0.181
C -4.428 0.216 -1.454
H 0.309 -4.577 -3.415
As -3.119 1.678 -1.531
N -0.553 -1.561 -2.235
H 0.877 -3.973 0.429
Sn -0.743 -0.114 0.027
H 0.717 4.885 -5.612
C 0.254 3.890 4.785
C -3.558 2.535 0.173
C 2.372 2.931 -3.398
C 5.215 2.898 -0.194
H -0.990 4.766 -3.827
C 2.620 -2.941 1.115
H -1.736 -0.152 -3.158
C 0.323 1.317 3.864
C 3.998 -3.006 1.313
C 0.204 3.522 -2.557
C 1.839 -1.739 1.487
C -0.047 4.246 -3.711
O 0.558 0.103 3.302
H 3.406 1.546 2.753
C 3.097 1.876 -0.712
H -5.404 0.584 -1.139
H 4.511 -2.165 1.757
C 1.952 -4.022 0.544
O 1.156 3.718 0.437
I -2.813 -1.205 -5.868
O 1.083 0.704 -1.428
H 2.294 4.082 4.121
C -0.985 -3.195 -4.433
N 1.861 0.166 2.809
C 1.426 3.445 4.222
C 1.649 2.004 -1.157
N 2.464 -0.899 2.291
H 2.966 -0.227 -0.300
C -1.561 -1.936 -4.357
H -4.628 2.724 0.256
C 2.118 3.652 -4.556
C 5.718 1.670 0.217
H 2.128 -5.996 -0.268
H -4.533 -0.244 -2.437
```

Output
Energy above the lowest of the compared OMol25 structures with the same formula, charge and spin = 0.000 eV
Gap between HOMO and LUMO = 7.93 eV
Net charge = +1
HOMO level = -11.0 eV
DFT total energy = -4680.25171 Ha
LUMO = -3.1 eV
F_max = 1.1 eV/A
Multiplicity = 1

Here are the Mulliken charges for atoms 1 to 8, given in e:
1 H 0.4336
2 C -0.7244
3 C -0.4575
4 H 0.2828
5 C -0.5335
6 C -0.5092
7 H 0.3641
8 H 0.4661

> Among the records above, which one has the highest energy above the lowest of the compared OMol25 structures with the same formula, charge and spin?

C36H33IrN6O3PS

> The highest F_max belongs to which entry?

C36H33IrN6O3PS

> What is the formula in the first record?

C36H33ClN4S3Ta

Repeat the third record exactly.
The following is a DFT calculation (the ωB97M-V functional and the def2-TZVPD basis) of a structure of composition C36H34AsIN3O5Sn.

The geometry in XYZ format:
```
81
Properties=species:S:1:pos:R:3
H 3.321 2.420 -3.282
C -0.859 1.752 4.433
C 1.421 2.872 -2.385
H -4.100 -0.551 -0.751
C 0.910 4.314 -4.713
C -0.870 3.057 4.884
H 0.643 -3.045 -1.469
H 6.742 1.587 0.558
C -4.119 2.878 -2.720
H -3.240 1.897 0.999
C 3.912 3.006 -0.650
C 1.454 2.131 3.749
H 1.531 0.352 -2.210
C 2.652 -5.155 0.169
H -3.685 3.877 -2.688
C 2.400 1.330 3.074
O 0.674 -1.599 0.984
O 0.085 1.780 0.661
C -1.315 -1.147 -3.246
C 4.025 -5.215 0.363
C -0.169 -3.608 -3.390
H -0.547 3.468 -1.777
H -1.727 1.110 4.493
H 5.762 -4.202 1.098
H 0.184 4.908 5.140
C 0.018 -2.764 -2.309
H -3.025 3.482 0.262
H -4.079 2.516 -3.746
H -1.780 3.453 5.315
H 3.515 3.965 -0.951
H 5.843 3.779 -0.162
C 3.598 0.653 -0.280
C 4.693 -4.143 0.938
H 4.572 -6.100 0.065
H -5.159 2.931 -2.402
H 2.867 3.697 -5.336
H 5.281 -0.411 0.510
H -1.169 -3.840 -5.281
C 0.905 2.594 0.071
C 4.904 0.550 0.181
C -4.428 0.216 -1.454
H 0.309 -4.577 -3.415
As -3.119 1.678 -1.531
N -0.553 -1.561 -2.235
H 0.877 -3.973 0.429
Sn -0.743 -0.114 0.027
H 0.717 4.885 -5.612
C 0.254 3.890 4.785
C -3.558 2.535 0.173
C 2.372 2.931 -3.398
C 5.215 2.898 -0.194
H -0.990 4.766 -3.827
C 2.620 -2.941 1.115
H -1.736 -0.152 -3.158
C 0.323 1.317 3.864
C 3.998 -3.006 1.313
C 0.204 3.522 -2.557
C 1.839 -1.739 1.487
C -0.047 4.246 -3.711
O 0.558 0.103 3.302
H 3.406 1.546 2.753
C 3.097 1.876 -0.712
H -5.404 0.584 -1.139
H 4.511 -2.165 1.757
C 1.952 -4.022 0.544
O 1.156 3.718 0.437
I -2.813 -1.205 -5.868
O 1.083 0.704 -1.428
H 2.294 4.082 4.121
C -0.985 -3.195 -4.433
N 1.861 0.166 2.809
C 1.426 3.445 4.222
C 1.649 2.004 -1.157
N 2.464 -0.899 2.291
H 2.966 -0.227 -0.300
C -1.561 -1.936 -4.357
H -4.628 2.724 0.256
C 2.118 3.652 -4.556
C 5.718 1.670 0.217
H 2.128 -5.996 -0.268
H -4.533 -0.244 -2.437
```

Output
Energy above the lowest of the compared OMol25 structures with the same formula, charge and spin = 0.000 eV
Gap between HOMO and LUMO = 7.93 eV
Net charge = +1
HOMO level = -11.0 eV
DFT total energy = -4680.25171 Ha
LUMO = -3.1 eV
F_max = 1.1 eV/A
Multiplicity = 1

Here are the Mulliken charges for atoms 1 to 8, given in e:
1 H 0.4336
2 C -0.7244
3 C -0.4575
4 H 0.2828
5 C -0.5335
6 C -0.5092
7 H 0.3641
8 H 0.4661